No. 1
13
Properties=species:S:1:pos:R:3:forces:R:3:lowdin_charge:R:1 method="wB97M-V/def2-TZVPD" e_above_lowest_kj_mol=295.7 e_tot_ha=-414.9830 gap_ev=10.667
N -2.2643 0.3025 0.1861 1.15 2.43 0.49 0.05
O -0.9769 -0.2453 0.5980 -0.38 -0.47 -0.42 -0.15
C -0.1345 0.3818 -0.3479 1.58 -1.65 0.42 -0.38
O -0.0305 1.7234 -0.0870 -0.32 0.52 -0.61 0.01
C 1.3389 -0.2566 -0.0520 -3.29 0.24 -0.78 -0.45
N 1.4746 -1.5644 -0.3456 2.33 -1.25 0.80 0.17
O 2.1396 0.4993 0.4193 1.37 0.07 0.16 0.08
H -2.9401 0.0861 0.8858 -0.36 -1.10 0.90 0.07
H -2.0171 1.2787 0.5106 -1.05 -0.62 -1.03 0.10
H -0.5839 0.1405 -1.3380 0.62 0.43 0.35 0.15
H 0.9053 1.9255 0.0837 0.00 -0.23 0.28 0.09
H 0.7391 -2.2338 -0.5017 -0.49 0.69 -0.06 0.11
H 2.3499 -2.0376 -0.0114 -1.17 0.95 -0.51 0.14


No. 2
58
Properties=species:S:1:pos:R:3:forces:R:3:lowdin_charge:R:1 method="wB97M-V/def2-TZVPD" charge=+1 e_tot_ha=-5078.9707 spin_multiplicity=3 gap_ev="7.507 / 6.794" s_squared=2.005
Pt -0.5994 0.6588 -1.8940 0.20 -0.14 0.09 0.79
S 1.3100 -3.4548 -2.0648 -0.07 -0.14 0.09 1.16
C 2.6556 -2.3764 -2.2706 -0.01 -0.11 -0.07 -0.45
C 4.0124 -2.6795 -2.3519 0.03 -0.02 -0.01 -0.07
C 4.8934 -1.6399 -2.5738 -0.01 0.04 0.02 -0.06
C 4.4302 -0.3249 -2.7262 0.00 0.02 -0.03 -0.06
C 3.0833 -0.0317 -2.6513 0.05 0.10 -0.11 -0.04
C 2.1906 -1.0722 -2.4082 -0.27 0.23 -0.10 -0.30
N 0.7995 -0.9669 -2.3253 0.22 0.19 0.34 -0.06
C 0.2233 -2.1231 -2.1354 -0.12 -0.32 -0.11 -0.54
C -1.2305 -2.1974 -1.9901 0.25 -0.13 -0.05 -0.28
C -1.9392 -3.3895 -1.8820 -0.01 -0.15 -0.02 -0.04
C -3.3173 -3.3499 -1.7402 0.05 0.04 0.00 -0.06
C -3.9717 -2.1227 -1.7082 -0.01 0.05 -0.02 -0.06
C -3.2573 -0.9303 -1.8145 -0.07 -0.14 -0.04 -0.11
C -1.8795 -0.9637 -1.9629 -0.11 0.26 0.07 -0.28
H 4.3655 -3.6993 -2.2574 -0.03 0.06 0.01 0.12
H 5.9546 -1.8463 -2.6447 -0.08 0.02 0.01 0.11
H 5.1404 0.4699 -2.9241 -0.05 -0.06 0.02 0.11
H 2.7147 0.9809 -2.7943 0.07 -0.15 -0.05 0.11
H -1.4217 -4.3453 -1.9134 -0.05 0.09 0.01 0.11
H -3.8808 -4.2705 -1.6587 0.02 0.04 0.00 0.11
H -5.0511 -2.0914 -1.6024 0.08 -0.01 -0.01 0.11
H -3.7883 0.0148 -1.7915 0.02 -0.03 0.02 0.10
F -2.2156 6.4605 1.6850 -0.03 0.15 0.02 0.18
C -1.8206 5.2384 1.3993 -0.10 0.21 0.03 -0.13
C -1.6651 4.3112 2.4036 -0.03 0.02 0.19 -0.13
F -1.9099 4.6507 3.6546 -0.01 0.00 0.13 0.17
C -1.2553 3.0311 2.0906 0.05 -0.11 0.10 -0.21
F -1.1161 2.1858 3.1083 0.09 -0.14 0.00 0.12
C -1.0019 2.6312 0.7878 0.01 -0.22 0.11 -0.28
P -0.3756 0.9551 0.4037 0.30 0.23 -0.32 0.95
C 1.2916 0.9103 1.1034 0.02 -0.07 0.08 -0.34
C 1.5095 0.6411 2.4568 -0.02 -0.01 0.03 -0.08
C 2.7971 0.6636 2.9676 0.02 -0.02 0.00 -0.05
C 3.8732 0.9469 2.1330 -0.01 0.00 -0.06 -0.05
C 3.6646 1.2050 0.7840 -0.03 -0.03 0.01 -0.06
C 2.3743 1.1822 0.2694 0.01 0.08 0.12 -0.10
C -1.3811 -0.2284 1.2848 0.05 -0.15 0.04 -0.37
C -2.7034 0.0422 1.6107 -0.16 0.03 0.02 -0.08
C -3.4992 -0.9583 2.1468 -0.04 -0.01 0.02 -0.06
C -2.9774 -2.2304 2.3453 -0.02 0.01 0.01 -0.06
C -1.6584 -2.5074 2.0070 0.05 0.06 -0.04 -0.05
C -0.8563 -1.5087 1.4723 -0.13 -0.07 0.04 -0.08
C -1.1792 3.5901 -0.2017 0.02 0.00 -0.21 -0.53
Br -0.9043 3.2214 -2.0445 -0.05 0.14 -0.13 0.89
C -1.5771 4.8757 0.0897 -0.03 0.15 -0.19 -0.26
F -1.7488 5.7879 -0.8602 0.04 -0.09 -0.04 0.11
H 0.6770 0.4099 3.1081 0.00 0.01 0.00 0.11
H 2.9630 0.4556 4.0193 -0.02 0.02 -0.11 0.12
H 4.8787 0.9570 2.5359 -0.04 0.01 -0.02 0.11
H 4.5054 1.4127 0.1303 -0.10 -0.03 0.06 0.11
H 2.2081 1.3706 -0.7827 -0.03 0.05 0.10 0.06
H -3.1198 1.0314 1.4449 0.02 -0.08 0.02 0.11
H -4.5297 -0.7448 2.4070 0.08 -0.02 -0.01 0.11
H -3.6026 -3.0090 2.7661 0.04 0.04 -0.03 0.11
H -1.2535 -3.5018 2.1574 -0.03 0.08 -0.01 0.11
H 0.1718 -1.7278 1.2021 -0.02 0.02 0.01 0.11


No. 3
16
Properties=species:S:1:pos:R:3:forces:R:3:lowdin_charge:R:1 method="wB97M-V/def2-TZVPD" e_above_lowest_kj_mol=48.2 charge=+1 e_tot_ha=-762.9391 gap_ev=10.579
Cs -28.4657 4.3548 17.0122 0.14 0.06 -0.07 1.06
O -27.0204 5.3123 14.6302 0.08 -0.09 -0.90 -0.49
S -26.8060 5.9576 13.3438 0.57 -1.17 -1.02 0.64
O -26.6048 7.3676 13.3442 -0.13 -0.14 -0.20 -0.25
O -25.5285 5.1941 12.6384 -0.98 0.19 1.52 -0.24
C -24.8018 5.9228 11.6324 0.22 1.08 -1.23 -0.27
C -23.4965 5.3711 11.0905 0.70 -0.76 0.01 -0.06
C -28.1852 5.4786 12.2182 0.57 0.38 0.25 -0.09
H -24.5155 6.9149 11.9813 -0.52 0.01 0.37 0.12
H -25.4876 6.0461 10.7942 -0.03 0.10 -0.11 0.12
H -23.1841 6.0347 10.2842 -0.25 0.33 0.04 0.09
H -23.4591 4.3927 10.6115 -0.65 -0.19 0.27 0.08
H -22.6572 5.3892 11.7856 -0.26 0.04 0.35 0.08
H -28.1944 6.1377 11.3501 0.19 0.20 0.22 0.07
H -29.1171 5.6069 12.7688 0.14 -0.01 0.04 0.07
H -28.0791 4.4621 11.8395 0.20 -0.03 0.46 0.08


No. 4
87
Properties=species:S:1:pos:R:3:forces:R:3:lowdin_charge:R:1 method="wB97M-V/def2-TZVPD" e_above_lowest_kj_mol=71.0 charge=-2 e_tot_ha=-4827.6105 gap_ev=5.619
Ba -21.4155 7.6547 -3.2549 0.60 -0.30 -0.54 1.20
O -24.1973 3.0574 -3.5009 -0.41 0.46 0.37 0.13
C -23.4794 4.1542 -3.7830 0.05 1.86 0.91 -0.45
O -23.7461 5.3159 -3.4561 -0.23 -2.31 -0.12 -0.02
C -22.3137 3.8205 -4.5949 0.10 -0.92 -0.20 -0.23
C -21.6374 2.6176 -4.6109 -0.40 0.23 0.11 0.00
C -20.6607 2.4729 -5.5792 1.08 -1.41 0.26 -0.06
C -20.3215 3.4922 -6.4221 -0.55 0.01 -0.20 0.03
C -21.1487 4.6054 -6.3502 0.78 0.34 -0.41 -0.21
N -22.0953 4.7571 -5.4820 -0.50 0.89 0.97 0.18
C -21.1738 5.6741 -7.3642 0.53 1.21 -0.54 -0.69
O -21.0222 5.2088 -8.5047 -0.03 0.48 -0.88 -0.02
O -21.3854 6.8533 -6.9617 0.05 -0.30 -0.35 -0.14
H -24.9351 3.3485 -2.9532 -0.24 0.00 0.24 0.12
H -21.8704 1.8331 -3.9182 -0.09 -0.24 0.17 0.11
H -20.1481 1.5063 -5.6624 -0.05 0.41 0.16 0.11
H -19.5615 3.4223 -7.1874 -0.07 0.00 0.07 0.13
S -24.2186 6.0914 3.7028 0.36 0.42 -0.03 0.37
C -23.1005 6.5907 2.5542 -0.10 0.21 -0.10 -1.54
S -22.2467 5.4530 1.6045 -0.22 0.12 -0.18 0.84
C -21.5791 6.5314 0.3966 -0.09 0.27 0.11 -1.24
C -21.7494 7.8621 0.6270 -0.15 -0.43 0.23 -1.24
S -21.1420 9.1588 -0.3449 -0.28 0.34 -0.35 0.27
S -22.7224 8.2292 2.0730 -0.06 -0.71 -0.07 0.83
S -20.8261 5.7776 -0.9682 0.27 -0.48 -0.11 0.27
C -14.5068 7.3981 1.1599 -0.23 -0.24 0.00 -0.06
C -15.1004 7.3066 -0.2178 -0.74 -0.01 -0.04 -0.29
C -14.4958 7.6764 -1.4176 0.43 -0.03 0.01 -0.06
C -15.1098 7.4775 -2.6571 -0.24 -0.32 -0.12 -0.05
C -16.3771 6.8603 -2.7159 1.28 0.49 0.76 -0.25
C -16.9896 6.5814 -1.5069 -1.47 -0.09 -0.19 -0.06
C -16.4012 6.8175 -0.2897 0.43 -0.25 0.36 -0.05
S -17.0889 6.3834 -4.2678 0.40 -0.24 0.34 0.56
O -17.5388 5.0214 -4.1610 -0.14 -0.10 0.21 -0.32
O -15.9557 6.5970 -5.1634 -0.54 -0.32 -0.24 -0.37
N -18.3714 7.3072 -4.3955 -0.30 0.09 -0.15 -0.14
C -18.2973 8.5676 -4.9168 0.09 -1.11 0.21 -0.42
C -17.1665 8.9977 -5.6296 0.56 0.05 -0.31 -0.04
C -17.0801 10.2553 -6.1295 -1.57 -0.09 0.77 -0.09
C -18.1675 11.0949 -5.8831 -0.82 -0.34 0.13 -0.09
C -19.2931 10.5690 -5.2194 1.36 0.52 -0.82 -0.17
N -19.3964 9.3318 -4.7493 0.47 -0.05 0.16 0.00
H -13.4920 7.0315 1.1686 0.44 -0.13 0.10 0.06
H -15.1173 6.7792 1.8437 0.42 0.33 -0.24 0.08
H -14.5022 8.4126 1.5415 0.01 0.28 0.08 0.07
H -13.4770 8.0657 -1.4007 -0.18 0.06 0.00 0.10
H -14.5806 7.7544 -3.5783 -0.34 -0.24 0.45 0.11
H -18.0174 6.2301 -1.4807 0.07 -0.26 -0.22 0.06
H -16.9172 6.5383 0.6387 0.06 0.18 -0.51 0.12
H -16.3659 8.3022 -5.8079 -0.15 0.07 0.02 0.07
H -16.2379 10.5078 -6.7131 0.77 0.60 -0.51 0.09
H -18.1903 12.0797 -6.2974 -0.18 0.55 0.00 0.07
H -20.1478 11.1874 -5.0900 -0.67 0.53 0.11 0.08
C -24.2221 7.7916 -8.2794 -0.05 -0.12 0.51 -0.31
Sb -24.1884 8.0233 -6.1085 0.44 0.33 -0.41 1.33
C -23.6898 10.1428 -6.2557 -0.38 -0.31 -0.10 -0.32
C -26.3826 8.3276 -5.7530 -0.31 0.05 -0.03 -0.33
C -26.8106 9.6399 -5.1433 -0.23 0.61 -0.06 -0.28
C -27.0035 10.7407 -6.0191 0.19 -0.51 -0.04 -0.09
C -27.3161 12.0103 -5.6000 -0.05 -0.09 1.98 -0.10
C -27.4630 12.2648 -4.2087 -0.08 -0.91 -0.96 -0.09
C -27.3627 11.1986 -3.3304 0.24 -0.35 -0.72 -0.07
C -27.0488 9.8796 -3.7660 0.07 0.70 -0.48 -0.30
C -26.9375 8.8345 -2.7196 -0.11 -0.53 0.07 -0.35
Sb -24.8929 8.6321 -2.0073 0.29 -0.03 0.62 1.29
C -25.3439 6.9589 -0.6873 -0.31 0.33 -0.64 -0.28
C -24.9877 10.2083 -0.5137 -0.34 -0.81 0.32 -0.32
H -24.5465 8.7235 -8.7261 -0.22 0.17 -0.08 -0.01
H -24.8578 6.9690 -8.5865 -0.23 -0.10 -0.02 -0.01
H -23.2127 7.5656 -8.6094 0.22 -0.02 0.22 -0.01
H -24.0903 10.6494 -7.1309 -0.27 -0.17 -0.12 0.00
H -22.6251 10.3008 -6.2804 0.53 -0.18 0.15 -0.02
H -24.1117 10.6031 -5.3763 -0.05 0.34 0.37 -0.02
H -26.7187 7.4610 -5.1643 0.19 0.27 -0.10 0.03
H -26.8178 8.2174 -6.7588 0.03 0.13 0.29 0.05
H -26.8887 10.5754 -7.0861 0.06 -0.12 0.02 0.11
H -27.4557 12.8166 -6.2769 -0.02 0.45 -0.66 0.08
H -27.7270 13.2468 -3.8540 0.04 0.20 0.07 0.08
H -27.5212 11.3666 -2.2742 0.00 -0.05 0.13 0.10
H -27.2416 7.8374 -3.0828 0.08 0.38 0.19 0.06
H -27.5480 9.1131 -1.8505 0.13 -0.23 -0.15 0.06
H -26.2816 7.2000 -0.1826 -0.08 -0.22 -0.13 0.01
H -24.5963 6.8141 0.0726 0.50 0.01 0.17 -0.03
H -25.4079 6.0573 -1.3169 -0.10 0.34 0.31 -0.01
H -25.8065 9.9953 0.1896 0.12 0.07 -0.25 0.01
H -25.1055 11.1954 -0.9270 -0.09 0.31 -0.36 -0.01
H -24.0567 10.1751 0.0421 0.23 -0.04 -0.02 -0.05


Calculated largest force on an atom (eV Å⁻¹), listed in the same order as above: 3.391; 0.500; 1.821; 2.327